(1)
70
Properties=species:S:1:pos:R:3:forces:R:3 method="wB97M-V/def2-TZVPD" homo_energy_ev="-12.178 / -12.178" multiplicity=2 de_lowest_kcal_mol=43.97 fmax_ev_per_a=1.0 orbital_gap_ev="5.9 / 5.5" charge=+2
Pd 0.848311 1.878064 0.011036 -0.564 0.723 0.380
C 3.823459 3.998825 4.981310 -0.003 0.052 0.029
C 3.881041 2.615345 4.395975 0.044 -0.070 -0.042
O 3.806909 2.730796 2.931017 -0.007 0.025 -0.081
P 2.894151 1.815600 2.068245 0.347 -0.048 0.469
S 3.152741 2.183491 0.131466 -0.314 -0.353 -0.197
S 0.927255 2.109378 2.386415 -0.071 0.149 -0.530
O 3.343794 0.369267 2.478938 0.057 -0.083 0.173
C 2.753277 -0.847741 1.950180 -0.060 0.022 -0.045
C 3.854310 -1.843331 1.696499 0.022 -0.026 0.001
H 3.824236 3.930792 6.069434 0.020 -0.009 -0.003
H 2.915419 4.513924 4.669575 -0.012 -0.015 0.013
H 4.685078 4.588968 4.674150 -0.004 -0.006 -0.023
H 3.062022 1.984388 4.745112 -0.028 0.032 -0.012
H 4.820262 2.107749 4.603041 -0.007 0.000 0.025
H 2.214087 -0.608041 1.030607 0.024 -0.004 -0.006
H 2.037193 -1.199456 2.692771 0.007 0.013 0.015
H 4.532367 -1.479757 0.925420 0.005 -0.002 0.002
H 3.423960 -2.788810 1.362126 -0.008 0.011 -0.014
H 4.424670 -2.031171 2.604886 -0.008 0.005 0.008
N -1.373054 2.307185 -0.173477 0.300 -0.494 0.353
C -1.743917 3.405344 -0.966056 -0.289 -0.105 -0.112
C -2.638813 4.453002 -0.404036 0.332 0.185 0.145
C -4.156331 4.194731 -0.447774 -0.042 -0.006 0.009
C -4.825650 4.512563 -1.779218 -0.084 0.097 -0.175
N -4.351251 3.772265 -2.957580 0.137 -0.133 0.133
C -4.673438 2.520332 -3.253171 -0.099 0.036 0.003
N -4.162177 1.931248 -4.336424 0.014 0.017 -0.017
N -5.486466 1.825708 -2.453574 -0.042 0.022 -0.038
C 0.423331 5.725891 -0.995807 0.073 0.066 -0.121
O -0.132616 6.681507 -1.335942 -0.032 -0.008 0.049
O 0.960821 4.749404 -0.674511 0.093 0.067 0.051
H -1.604470 1.395565 -0.561714 0.018 0.023 -0.097
H -1.725854 2.364622 0.776586 -0.109 0.053 -0.041
H -1.347578 3.418269 -1.970582 -0.042 -0.033 -0.019
H -2.435447 5.415275 -0.881971 -0.001 -0.017 -0.019
H -2.364644 4.587601 0.650138 -0.040 0.044 -0.009
H -4.629470 4.876592 0.262938 0.008 -0.069 0.062
H -4.386439 3.184470 -0.098104 0.022 -0.028 -0.081
H -4.668656 5.564041 -2.017402 0.001 -0.006 0.004
H -5.909433 4.390027 -1.711578 0.003 0.013 0.037
H -3.732373 4.250345 -3.592316 -0.009 0.014 0.002
H -3.614499 2.455410 -4.998241 -0.009 -0.003 -0.008
H -4.491599 1.029382 -4.637755 0.009 -0.005 0.004
H -5.989381 2.292089 -1.717695 0.021 -0.003 0.019
H -5.858876 0.940369 -2.755691 0.024 -0.012 0.001
N 0.233876 -5.293292 0.322681 0.121 -0.179 -0.158
C 0.709573 -6.555581 0.015153 -0.195 -0.283 0.456
C 0.531281 -7.800971 0.633838 0.017 0.336 -0.128
C 1.176527 -8.862764 0.048712 0.141 -0.126 -0.170
C 1.977967 -8.710771 -1.107584 -0.132 -0.049 0.194
C 2.150785 -7.485114 -1.700345 -0.007 0.027 -0.024
C 1.501330 -6.391406 -1.117930 0.142 0.504 -0.330
N 1.510983 -5.048783 -1.497778 0.046 -0.532 0.074
C 0.754865 -4.452628 -0.625127 -0.270 0.780 0.066
C 0.497257 -2.995500 -0.668424 0.195 -0.746 -0.034
C -0.347639 -2.334693 0.214285 -0.078 0.283 0.074
C -0.465167 -0.957480 0.122567 0.050 -0.188 0.052
N 0.176441 -0.222642 -0.790549 0.267 -0.073 -0.346
C 0.965360 -0.874611 -1.662416 0.008 -0.164 -0.024
C 1.153863 -2.240692 -1.637775 0.004 0.260 -0.027
H -0.368880 -5.060894 1.090341 -0.001 0.010 0.011
H -0.072243 -7.921712 1.522998 -0.018 -0.009 -0.008
H 1.072229 -9.849010 0.480890 0.002 0.009 0.010
H 2.461927 -9.583588 -1.523121 0.000 -0.002 -0.006
H 2.760736 -7.360269 -2.584168 0.006 0.025 0.007
H -0.903334 -2.852453 0.984118 0.017 -0.022 -0.003
H -1.074864 -0.422462 0.844369 0.002 0.015 -0.009
H 1.479537 -0.268119 -2.397079 -0.013 0.021 0.006
H 1.811359 -2.726070 -2.344882 -0.004 -0.028 0.019

(2)
57
Properties=species:S:1:pos:R:3:forces:R:3 method="wB97M-V/def2-TZVPD" homo_energy_ev="-10.373 / -10.385" de_lowest_kcal_mol=0.00 fmax_ev_per_a=6.2 orbital_gap_ev="6.6 / 6.6" charge=+1
C 1.385375 -1.777162 1.346183 -0.432 -0.161 -1.325
C 1.930232 -1.145277 0.176303 -0.751 -0.421 -0.035
C 0.971088 -1.281768 -0.900291 0.163 -1.271 0.890
C -0.140917 -2.049357 -0.396263 1.347 -0.234 0.222
C 0.109728 -2.329591 0.993760 0.668 0.373 -0.515
Ti 0.047580 0.038268 0.662600 -0.452 0.137 -0.396
C -3.111344 1.270340 -0.545321 5.762 2.373 -0.461
C -2.432696 0.924707 0.633539 -2.628 -0.725 -1.240
H -2.275708 1.615249 1.439005 -0.279 0.756 0.270
C -2.165811 -0.456577 0.941522 1.203 -0.269 0.050
H -2.693688 -1.148709 0.283287 0.454 0.131 -0.024
H -2.352816 -0.805377 1.964403 0.281 0.407 0.020
C -3.142136 2.811114 -0.793334 -0.943 0.235 0.006
H -2.562494 3.403600 -0.054434 -0.323 -0.613 -0.190
H -2.796507 3.144516 -1.806629 -0.335 -0.614 0.798
H -4.167142 3.181199 -0.677276 0.020 0.039 -0.207
C -2.656453 0.513759 -1.851235 -1.602 -1.157 -0.537
H -1.728917 -0.121111 -1.816328 -0.809 0.646 0.669
H -3.484171 -0.194360 -2.120849 0.737 0.423 -0.211
H -2.478134 1.169732 -2.752638 -0.562 -0.355 1.263
C 3.314413 -0.614080 0.079400 0.414 0.300 0.035
H 3.552570 -0.009881 0.964093 0.083 -0.097 -0.182
H 4.062990 -1.422150 0.025645 -0.354 0.156 -0.008
H 3.437205 0.030315 -0.795153 0.014 -0.254 0.153
C 1.190085 -0.882490 -2.319952 -0.066 0.262 -0.334
H 1.689953 0.089598 -2.362328 0.044 -0.196 -0.164
H 1.790817 -1.628373 -2.869832 -0.197 0.249 0.309
H 0.235357 -0.771465 -2.846775 0.200 -0.043 0.040
C -1.182343 -2.715246 -1.233895 -0.526 0.074 -0.167
H -1.256255 -2.253164 -2.222596 0.023 -0.103 0.161
H -0.970187 -3.786335 -1.395798 0.173 0.421 0.205
H -2.170595 -2.654613 -0.770297 0.118 -0.131 -0.127
C -0.708893 -3.206691 1.879041 -0.471 -0.092 0.308
H -1.763681 -3.225437 1.578145 0.263 0.001 0.012
H -0.347471 -4.249560 1.872478 -0.009 0.401 -0.102
H -0.676513 -2.867501 2.924247 0.019 -0.127 -0.247
C 2.113830 -1.995487 2.628582 0.073 0.265 0.461
H 1.426161 -2.108634 3.476018 0.157 0.011 -0.166
H 2.734116 -2.904960 2.594606 -0.239 0.236 -0.138
H 2.792470 -1.161133 2.847709 -0.123 -0.182 -0.013
C 1.192254 1.714644 -0.434161 -2.226 3.292 1.823
C 0.180579 2.642380 -1.008210 -0.332 -3.829 -2.188
C 2.435311 2.182332 -0.922436 -0.086 -0.133 -1.259
C 0.214799 2.649817 -2.421689 1.916 1.199 -1.127
H -0.784105 3.023439 -0.730056 -0.308 -0.853 1.423
C 2.587328 2.740296 -2.210562 0.346 -0.370 0.679
H 3.275121 2.222048 -0.267947 0.791 -0.806 0.168
C 1.498449 2.798456 -3.055454 -2.064 -0.433 0.471
H -0.707364 2.575902 -3.036834 0.600 0.954 0.590
H 3.577632 2.991831 -2.560377 0.062 0.241 0.093
H 1.538898 3.067094 -4.111652 0.203 -0.350 0.267
C -0.343964 0.324630 3.911197 -0.165 0.315 0.155
O 0.287853 0.643571 2.628274 -0.115 -0.326 0.411
H -1.171947 1.020560 4.014494 -0.115 -0.081 0.116
H 0.355831 0.488875 4.740248 -0.058 -0.163 -0.413
H -0.722443 -0.702930 3.921408 0.307 0.264 -0.260
H 1.066692 1.191141 2.764430 0.124 0.227 -0.031

(3)
63
Properties=species:S:1:pos:R:3:forces:R:3 method="wB97M-V/def2-TZVPD" homo_energy_ev="-15.968 / -17.421" multiplicity=5 fmax_ev_per_a=0.2 orbital_gap_ev="7.4 / 5.1" charge=+3
Pd -0.515369 0.118084 0.655216 0.067 -0.007 0.117
C 2.877790 -0.633113 -0.206609 -0.033 -0.041 -0.018
N 1.897020 0.337161 0.257787 0.056 -0.008 -0.068
C 2.288296 1.562082 0.310203 0.003 0.048 0.064
C 1.393754 2.574992 0.783759 -0.004 0.000 -0.020
C 1.633393 3.956556 1.020560 -0.015 -0.035 -0.025
C 0.460804 4.450055 1.501350 -0.024 0.040 0.029
C -0.477462 3.322741 1.532924 0.013 -0.021 -0.032
N 0.087065 2.221772 1.107874 -0.048 -0.020 0.046
C 3.945706 -1.035053 0.761408 -0.051 0.083 0.060
C 4.992894 -1.876141 0.253522 0.005 -0.030 -0.016
C 6.010113 -2.272657 1.063935 0.030 0.002 0.064
C 6.012913 -1.854458 2.416792 0.021 -0.028 -0.044
C 4.968040 -1.031909 2.937271 0.006 0.000 0.005
C 3.951896 -0.631342 2.122718 0.001 0.002 -0.085
H 3.365073 -0.283190 -1.127078 0.028 -0.006 0.008
H 2.358056 -1.556264 -0.491158 0.008 0.009 -0.023
H 3.295617 1.864671 0.018876 0.007 -0.008 0.003
H 2.556641 4.486764 0.850804 0.004 -0.003 -0.001
H 0.232019 5.459597 1.804705 0.008 0.000 0.000
H -1.511760 3.354562 1.847320 0.005 0.014 0.014
H 4.966932 -2.174430 -0.787821 0.002 -0.003 0.000
H 6.816130 -2.893059 0.696318 -0.012 0.000 -0.024
H 6.818970 -2.166187 3.070324 -0.006 0.009 0.011
H 4.999626 -0.738905 3.978263 -0.005 0.004 0.000
H 3.151881 -0.010258 2.500421 0.006 -0.005 0.023
C -5.621346 -0.098848 1.177699 0.040 0.019 -0.023
N -5.119125 -0.068584 -0.188895 -0.026 -0.046 0.027
C -5.960071 -0.503166 -1.323001 0.014 0.009 -0.006
C -5.080015 -0.201291 -2.550975 -0.026 -0.001 0.014
N -3.794478 0.144857 -1.919495 0.086 -0.063 0.011
C -3.917619 0.260708 -0.603373 0.029 -0.026 -0.010
S -2.664684 0.898684 0.429471 -0.100 0.200 -0.058
H -6.590292 0.395745 1.207921 0.002 0.007 0.011
H -4.934269 0.428522 1.834925 -0.007 -0.009 0.009
H -5.736396 -1.129275 1.514240 -0.014 -0.002 -0.001
H -6.890703 0.060813 -1.322439 -0.009 -0.014 -0.003
H -6.192275 -1.562894 -1.215049 0.001 -0.002 -0.005
H -5.454020 0.641407 -3.129660 0.015 0.007 -0.001
H -4.965163 -1.060419 -3.206970 -0.011 0.004 0.001
H -2.982197 0.460971 -2.421945 -0.031 0.049 -0.015
C 1.344197 -3.384871 1.835395 0.004 0.025 0.023
C 0.560331 -3.541256 0.538925 -0.025 0.004 -0.017
As -0.954353 -2.316931 0.452446 0.034 -0.115 -0.010
C -2.107926 -2.880371 1.920359 -0.022 0.017 -0.029
C -2.439305 -4.367648 1.960873 -0.013 0.001 0.001
C -1.884732 -2.768629 -1.204764 0.039 -0.041 0.003
C -1.728038 -4.213095 -1.672178 0.000 -0.004 -0.010
H 2.221716 -4.032235 1.837424 0.000 -0.004 -0.001
H 0.742303 -3.657863 2.702633 0.000 -0.009 -0.005
H 1.675043 -2.352651 1.989969 -0.005 0.001 -0.011
H 0.171295 -4.554412 0.434859 -0.010 0.005 0.012
H 1.178483 -3.362228 -0.343393 -0.009 -0.005 -0.007
H -3.012166 -2.273227 1.830068 0.009 0.007 0.000
H -1.612816 -2.554413 2.836861 0.014 -0.011 0.000
H -3.040056 -4.672882 1.105185 0.001 -0.001 -0.005
H -3.013783 -4.590730 2.859542 -0.005 0.000 -0.004
H -1.544860 -4.990156 1.989266 0.004 0.003 0.007
H -1.514621 -2.076591 -1.962838 -0.014 0.004 -0.001
H -2.932478 -2.518554 -1.027063 -0.037 -0.007 0.003
H -0.689894 -4.453619 -1.898988 0.002 0.009 -0.002
H -2.299610 -4.367069 -2.587221 -0.002 -0.005 0.006
H -2.087616 -4.928471 -0.934999 -0.002 -0.004 0.005

(4)
61
Properties=species:S:1:pos:R:3:forces:R:3 method="wB97M-V/def2-TZVPD" homo_energy_ev="-9.430 / -11.100" multiplicity=5 fmax_ev_per_a=6.8 orbital_gap_ev="6.9 / 5.6" charge=+1
C -0.820223 -0.909131 -4.718675 -0.214 -0.118 -0.023
C -0.079643 -1.288104 -3.454109 0.328 0.107 0.092
C 1.255177 -0.568519 -3.317465 -0.025 0.042 -0.025
C 1.927104 -0.837312 -1.970766 -0.404 -0.740 -1.099
P 1.330411 -0.072584 -0.417517 2.995 0.715 -1.212
C 2.613549 -0.891003 0.637602 -0.034 -0.478 0.821
C 2.165342 -1.976093 1.600231 0.113 -0.119 0.269
C 1.143748 -1.421791 2.572516 0.015 0.016 -0.213
C 0.599342 -2.460990 3.522591 -0.013 0.119 0.169
C 2.064138 1.556273 -0.622348 -0.004 -0.078 0.075
C 1.981117 2.357932 0.665082 -0.162 0.503 0.144
C 2.543891 3.765794 0.469395 -0.263 -0.308 0.383
C 4.057405 3.817207 0.476419 -0.014 0.196 -0.037
H -1.824474 -1.325791 -4.678198 -0.084 0.025 -0.217
H -0.901351 0.174436 -4.824108 -0.030 -0.020 0.010
H -0.319261 -1.300996 -5.606367 -0.026 0.051 0.054
H -0.693764 -1.080446 -2.568488 -0.048 -0.076 -0.202
H 0.130857 -2.361374 -3.441016 -0.163 -0.033 0.042
H 1.941911 -0.940537 -4.097829 -0.216 0.188 0.235
H 1.158255 0.513859 -3.499488 -0.083 -0.221 0.090
H 1.995244 -1.926549 -1.820898 -0.100 0.238 0.035
H 2.963884 -0.481912 -2.089566 -0.303 -0.029 0.644
H 3.361306 -1.338112 -0.038789 -0.494 0.501 -0.150
H 3.126262 -0.095377 1.190278 -0.227 -0.094 -0.058
H 1.769599 -2.852169 1.059857 0.030 0.270 0.119
H 3.052498 -2.325519 2.152337 -0.215 0.018 -0.198
H 1.574909 -0.567470 3.105873 0.022 -0.114 0.104
H 0.312394 -1.020941 1.989601 0.117 0.094 0.151
H -0.197133 -2.014182 4.114772 -0.030 -0.158 0.196
H 0.187246 -3.316618 2.980422 0.058 0.033 0.054
H 1.390023 -2.810327 4.187248 -0.123 -0.116 0.075
H 3.119751 1.384944 -0.895525 -0.404 0.114 -0.024
H 1.550196 2.016161 -1.482279 0.200 0.178 0.315
H 0.946817 2.473281 1.006051 0.452 -0.244 -0.056
H 2.501717 1.821881 1.475180 0.003 0.304 -0.205
H 2.150107 4.160287 -0.474930 0.017 0.105 0.169
H 2.126426 4.364588 1.283675 0.224 0.220 -0.141
H 4.359850 4.862337 0.461564 0.295 -0.040 -0.048
H 4.465874 3.348763 1.375084 -0.010 0.066 -0.029
H 4.483804 3.318488 -0.396954 0.047 0.057 0.035
O -7.235558 -1.500714 1.756831 2.456 0.492 0.594
C -6.107846 -1.218403 1.715169 -6.583 -1.449 0.960
Fe -4.641518 -0.826392 0.961133 4.314 0.248 0.882
C -4.477972 -2.199631 -0.171502 0.590 -3.083 -3.514
O -4.428431 -2.908876 -1.094225 -0.180 1.622 2.435
C -5.287880 0.117494 -0.344598 -2.491 2.599 -4.777
O -5.767705 0.543638 -1.324862 1.431 -1.049 2.862
C -0.422364 0.270692 -0.213283 -3.669 -0.391 1.396
C -1.023370 1.530528 0.455436 1.601 0.671 -1.853
C -2.306677 1.702950 0.877573 -2.325 0.152 0.677
C -3.249196 0.912427 1.615673 2.041 1.400 0.063
C -2.899049 -0.383803 2.071999 2.054 -1.346 1.014
C -1.870768 -1.196848 1.451184 -3.788 0.446 2.340
C -1.191424 -0.942045 0.290852 1.303 -0.654 -3.103
H -0.842987 0.368264 -1.249182 0.929 0.070 0.321
H -0.573528 2.482072 0.094622 -0.423 -0.886 0.186
H -2.735646 2.692119 0.675719 0.583 -0.034 0.282
H -4.050011 1.475604 2.118910 0.201 -0.429 -0.457
H -3.247603 -0.699267 3.091635 0.074 0.075 -1.130
H -1.943006 -2.243089 1.796469 0.388 0.405 -0.192
H -1.211768 -1.729098 -0.486017 0.270 -0.029 0.673

Which of these has the highest charge?
C22H34AsN4PdS

Look up the charge of the second one.
+1